CH2O2S in the gas phase, computed with ωB97M-V/def2-TZVPD.

Structure (XYZ):
```
6
Properties=species:S:1:pos:R:3
O 0.899 -0.894 -0.444
C 0.129 -0.119 0.059
S -0.959 0.983 -0.812
H 0.542 -0.593 1.818
H -0.562 0.587 -2.004
O -0.049 0.035 1.384
```

Values from the calculation:
Total energy, hartree: -587.98674
Total charge: 0
Kohn-Sham gap, hartree: 0.4016
SMILES: O=C(O)S
HOMO, eV: -10.366

A gas-phase ion, C5H6N (charge +1) at a distorted geometry, computed with ωB97M-V/def2-TZVPD.

Structure (XYZ):
```
12
Properties=species:S:1:pos:R:3
H -1.573 1.146 2.290
C -0.916 0.451 1.740
H -0.431 2.423 0.358
H -0.085 0.730 -2.129
C -0.108 0.861 -1.095
H -0.555 -1.196 -0.852
C 0.867 -0.844 0.633
H 1.833 -1.284 0.723
C 0.073 -0.244 1.576
H 1.016 -1.091 -1.488
N -0.233 1.951 -0.517
C 0.342 -0.615 -0.686
```

Values from the calculation:
Total energy, hartree: -248.39941
Total charge: +1
Kohn-Sham gap (spin up / spin down), hartree: 0.2658 / 0.2658
HOMO (spin up / spin down), eV: -14.454 / -14.452

A gas-phase ion, C4H11NS2 (charge -1) at a distorted geometry, computed with ωB97M-V/def2-TZVPD.

Structure (XYZ):
```
18
Properties=species:S:1:pos:R:3
H -1.893 1.493 -2.130
S 1.000 -1.127 1.063
N -1.341 0.169 -0.631
H 2.371 0.281 -1.053
S 2.764 -0.027 0.245
H -1.417 -0.805 -0.407
H -2.538 -0.962 -2.682
H -1.236 1.861 0.557
H -3.821 -0.764 -1.516
H -3.079 1.357 -0.821
H -3.892 0.154 -2.965
H -0.796 -0.032 2.103
C -0.580 1.031 0.258
C -3.186 -0.213 -2.223
C -2.346 0.785 -1.418
C 0.004 0.357 1.467
H 0.206 1.502 -0.351
H 0.524 1.118 2.052
```

Values from the calculation:
2S+1: 2
Total energy, hartree: -1010.10725
Total charge: -1
Kohn-Sham gap (spin up / spin down), hartree: 0.1348 / 0.2650
HOMO (spin up / spin down), eV: -0.218 / -3.775

A molecular structure, C40H63AsF4Ge2N3ORbSSi2 at a distorted geometry, computed with ωB97M-V/def2-TZVPD.

Structure (XYZ):
```
118
Properties=species:S:1:pos:R:3
S -12.587 -3.751 -21.037
C -11.566 -2.923 -26.752
H -14.321 -0.081 -21.800
H -10.191 -5.158 -20.258
C -14.209 3.996 -16.180
H -14.277 -1.654 -17.094
H -16.573 -0.943 -15.319
Si -12.628 3.104 -15.593
H -8.431 0.849 -14.963
H -11.045 -3.924 -27.099
C -9.371 -1.271 -22.201
H -8.457 -1.575 -21.643
C -12.213 -4.215 -17.156
C -13.432 0.456 -21.447
H -17.836 0.997 -16.728
H -9.675 -0.681 -18.310
N -12.604 -3.683 -18.382
H -15.141 3.434 -16.151
H -11.425 -0.348 -14.993
H -12.671 -3.790 -16.297
C -18.502 -2.748 -17.897
H -19.181 -7.290 -22.059
C -11.024 2.553 -26.730
C -19.300 -6.355 -20.104
H -14.126 -1.171 -15.410
H -9.882 -2.173 -22.636
H -15.005 -0.291 -27.304
H -14.478 -0.039 -16.752
H -14.826 2.047 -21.175
C -18.816 -6.513 -21.413
H -12.107 5.242 -14.643
C -10.808 1.201 -26.426
H -11.291 -2.224 -27.551
C -10.572 -5.609 -18.175
H -13.368 -0.911 -27.619
C -11.369 1.284 -23.948
C -19.137 -5.236 -19.306
C -9.347 1.029 -28.279
C -9.521 2.375 -28.605
Si -10.268 0.885 -16.613
F -19.818 -5.174 -18.149
H -11.428 -1.343 -16.447
H -14.781 -0.596 -24.969
H -11.638 3.100 -26.020
C -11.515 4.523 -15.152
C -16.197 -1.358 -16.247
H -9.017 -0.630 -23.038
H -10.644 4.311 -14.530
C -10.889 -5.014 -19.353
H -9.989 0.176 -20.860
H -9.809 -0.593 -26.928
C -9.981 0.446 -27.185
H -15.913 0.328 -20.043
C -17.290 1.209 -18.772
H -16.283 -2.463 -16.343
C -11.437 0.677 -25.182
H -10.884 -1.332 -20.688
C -14.021 -0.450 -26.891
H -12.524 2.050 -13.237
C -18.154 -5.471 -21.890
H -9.886 -6.462 -18.256
C -9.065 0.219 -17.991
C -11.219 -2.640 -25.321
H -8.179 -0.267 -17.509
H -9.046 2.756 -29.509
H -10.593 4.226 -28.159
H -19.606 -2.877 -17.956
H -12.580 -3.186 -26.873
H -14.486 -2.220 -25.674
C -18.330 -4.152 -19.796
Rb -14.925 -2.142 -19.378
H -14.078 4.383 -17.220
H -8.356 2.387 -15.697
C -17.946 -4.308 -21.175
H -13.144 0.186 -20.437
N -17.959 -3.007 -19.239
H -11.090 4.909 -16.052
H -10.837 2.206 -23.736
F -17.179 -3.338 -21.680
H -8.772 0.388 -28.919
H -16.125 1.094 -17.009
C -11.257 -5.170 -17.028
C -13.848 1.908 -21.581
N -16.994 -0.779 -17.283
As -12.073 1.990 -17.540
Ge -11.918 0.031 -22.591
C -10.365 3.125 -27.824
H -10.083 -2.370 -25.164
H -18.978 -1.187 -16.500
H -14.418 4.863 -15.549
C -13.333 2.303 -13.942
C -17.034 0.657 -17.358
C -18.406 -1.292 -17.404
H -13.220 2.661 -21.012
Ge -12.287 -1.114 -24.651
H -13.886 1.351 -14.044
C -10.802 -0.742 -15.751
H -17.432 -0.672 -19.870
C -10.511 -0.594 -21.399
F -17.731 -5.657 -23.195
H -13.734 2.370 -22.575
C -14.066 -1.189 -25.550
C -9.121 1.680 -15.304
H -13.658 0.539 -26.819
H -11.312 -3.531 -24.755
H -17.277 0.904 -20.888
F -20.010 -7.397 -19.597
H -8.817 0.843 -18.835
H -18.923 -0.628 -18.124
H -14.037 2.977 -13.442
C -12.038 -4.133 -19.497
H -9.997 -1.211 -15.196
H -11.055 -5.606 -16.102
C -14.745 -1.034 -16.346
O -17.708 2.373 -18.829
H -9.678 2.041 -14.456
C -16.984 0.365 -20.014
H -18.205 -3.429 -17.052
```

Values from the calculation:
Total energy, hartree: -9591.77973
Total charge: -2
Kohn-Sham gap, hartree: 0.1933
HOMO, eV: -1.670

C5H10O in the gas phase, computed with ωB97M-V/def2-TZVPD.

Structure (XYZ):
```
16
Properties=species:S:1:pos:R:3
O 0.920 -1.854 -0.213
H 2.538 -0.634 -0.314
C -0.770 0.380 -0.525
H -2.356 -0.125 0.842
C 1.522 -0.605 0.095
H 0.135 -1.637 -0.730
C 0.742 0.531 -0.547
H -0.753 -0.572 1.425
H 1.598 -0.493 1.184
C -0.122 1.576 0.108
H 1.194 0.902 -1.466
H -0.232 1.619 1.188
C -1.396 -0.546 0.535
H -1.281 0.514 -1.480
H -1.561 -1.601 0.283
H -0.177 2.543 -0.385
```

Values from the calculation:
Total energy, hartree: -271.69662
Total charge: 0
Kohn-Sham gap, hartree: 0.4039
SMILES: C[C@H]1C[C@H]1CO
HOMO, eV: -9.904

A molecular structure, C32H31BBrN8O5Ti at a distorted geometry, computed with ωB97M-V/def2-TZVPD.

Structure (XYZ):
```
79
Properties=species:S:1:pos:R:3
C 10.855 13.599 15.527
H 4.943 15.625 9.636
C 13.158 10.208 13.669
N 10.323 14.521 14.686
C 10.952 9.875 7.629
O 8.188 12.698 14.377
H 4.397 13.746 10.947
C 7.379 16.601 13.644
C 9.672 7.351 8.141
H 13.265 15.251 9.609
C 8.908 18.150 13.425
C 7.628 9.031 12.614
N 8.918 8.384 10.213
H 13.583 9.734 14.584
C 12.005 14.229 11.099
H 11.928 13.257 10.675
C 6.007 15.858 9.671
C 10.972 8.820 6.696
H 10.215 11.322 10.205
H 6.441 16.043 13.778
O 9.514 12.176 12.208
H 5.264 12.323 11.615
C 8.781 11.178 12.727
N 9.949 10.385 9.988
B 11.017 16.630 13.592
Br 5.622 8.181 14.302
H 7.332 8.161 12.059
C 12.073 15.444 15.656
C 10.260 9.656 8.832
H 5.725 17.484 8.342
H 12.738 16.274 15.804
C 8.552 9.946 12.034
C 10.400 7.569 6.979
C 7.018 9.321 13.830
C 8.103 11.395 13.917
C 8.325 15.497 10.413
H 13.019 17.312 11.542
O 9.188 14.795 11.116
N 8.561 15.967 13.578
H 6.724 18.721 13.605
H 5.304 12.702 9.867
H 12.631 13.742 16.952
H 11.515 11.057 13.074
C 6.504 13.963 11.184
H 6.859 10.630 15.534
H 11.726 17.547 13.935
H 9.196 6.393 8.413
C 7.317 10.445 14.567
N 11.700 15.942 12.393
C 9.609 8.402 9.039
C 12.555 16.358 11.412
H 8.088 18.123 8.274
H 13.030 9.403 12.898
H 7.396 14.159 15.527
N 11.436 14.601 12.250
C 9.143 9.580 10.793
C 7.184 13.100 15.308
C 7.804 17.270 8.867
H 10.478 12.565 15.641
C 12.729 15.306 10.544
Ti 9.029 14.016 12.733
C 8.736 16.593 9.663
O 11.925 10.848 13.931
H 7.220 12.548 16.268
N 11.064 15.649 14.794
O 7.219 13.613 12.213
H 9.510 19.040 13.412
C 7.520 17.985 13.566
H 11.526 8.947 5.769
H 9.787 16.914 9.698
H 6.184 12.991 14.869
C 6.933 15.096 10.427
H 10.528 6.747 6.254
C 6.454 16.926 8.915
H 11.434 10.863 7.451
N 9.512 16.965 13.462
C 5.315 13.131 10.897
C 11.972 14.164 16.181
H 13.929 10.900 13.300
```

Values from the calculation:
2S+1: 2
Total energy, hartree: -5500.79142
Total charge: 0
Kohn-Sham gap (spin up / spin down), hartree: 0.2438 / 0.2452
HOMO (spin up / spin down), eV: -7.384 / -7.553

Energy relative to the best compared isomer or geometry (same formula, charge and spin) for the records above, in order: 0.001, 5.885, 0.329, 1.197, 1.524, 0.000 eV